{"formula": "C30H18IN2PReS2", "method": "ωB97M-V/def2-TZVPD", "spin_multiplicity": 4, "homo_lumo_gap_ha": [0.22510, 0.20280], "lumo_energy_ev": [-8.4, -9.1], "energy_ev": -75555.02023, "charge": 2, "e_homo_ev": [-14.5, -14.6], "elements": ["Re", "I", "S", "S", "P", "N", "N", "C", "C", "C", "C", "C", "C", "C", "C", "C", "C", "C", "C", "C", "C", "C", "C", "C", "C", "C", "C", "C", "C", "C", "C", "C", "C", "C", "C", "C", "C", "H", "H", "H", "H", "H", "H", "H", "H", "H", "H", "H", "H", "H", "H", "H", "H", "H", "H"], "xyz": [[0.66, -1.60, -1.96], [-1.24, -1.58, -3.78], [0.82, -3.38, -0.49], [2.88, -1.25, -1.48], [-0.36, 0.11, -0.66], [6.42, -1.76, 3.54], [3.61, -4.07, 4.99], [-3.32, 0.30, -4.66], [1.37, 2.21, -1.10], [-3.65, 3.15, -1.63], [3.10, -1.99, 0.09], [3.14, 2.86, 0.39], [-2.33, -2.53, 1.71], [-1.14, -0.64, 0.81], [-2.50, 1.12, -2.49], [-4.26, 1.32, -4.76], [2.43, 3.04, -0.79], [2.79, 1.84, 1.27], [-2.81, 3.21, -0.56], [1.01, 1.20, -0.20], [3.49, -3.67, 3.92], [-3.50, 2.15, -2.62], [4.35, -2.27, 2.12], [-1.82, 2.24, -0.44], [4.21, -1.68, 0.86], [2.14, -2.91, 0.56], [-1.75, -1.88, 0.63], [3.36, -3.14, 2.61], [2.26, -3.46, 1.83], [-2.32, -1.93, 2.96], [1.74, 0.99, 0.96], [-4.36, 2.22, -3.74], [-1.17, -0.02, 2.05], [-1.77, -0.67, 3.12], [5.50, -1.99, 2.91], [-1.66, 1.21, -1.35], [-2.49, 0.20, -3.57], [-2.76, -2.44, 3.80], [-1.80, -0.19, 4.08], [-0.73, 0.96, 2.21], [2.71, 3.83, -1.47], [-5.10, 3.01, -3.78], [3.33, 1.71, 2.19], [3.97, 3.50, 0.63], [-3.25, -0.43, -5.46], [-2.90, 3.99, 0.18], [1.50, -4.13, 2.20], [-4.90, 1.37, -5.63], [-4.44, 3.87, -1.75], [-1.15, 2.30, 0.41], [-1.78, -2.33, -0.36], [0.81, 2.35, -2.01], [4.95, -0.99, 0.50], [1.47, 0.18, 1.63], [-2.78, -3.50, 1.57]]}

=====

{"formula": "C29H27N3O20P2S", "method": "ωB97M-V/def2-TZVPD", "homo_lumo_gap_ha": 0.22542, "lumo_energy_ev": -2.3, "energy_ev": -105342.68902, "e_homo_ev": -8.4, "elements": ["S", "P", "P", "O", "O", "O", "O", "O", "O", "O", "O", "O", "O", "O", "O", "O", "O", "O", "O", "O", "O", "O", "O", "N", "N", "N", "C", "C", "C", "C", "C", "C", "C", "C", "C", "C", "C", "C", "C", "C", "C", "C", "C", "C", "C", "C", "C", "C", "C", "C", "C", "C", "C", "C", "C", "H", "H", "H", "H", "H", "H", "H", "H", "H", "H", "H", "H", "H", "H", "H", "H", "H", "H", "H", "H", "H", "H", "H", "H", "H", "H", "H"], "xyz": [[2.94, -0.51, 2.42], [-1.09, 1.63, 2.84], [1.71, 0.62, 3.41], [0.33, -4.17, -6.35], [-0.62, -4.17, -3.39], [-6.03, 8.22, -0.46], [-3.74, 4.51, 2.51], [3.44, -7.11, 2.29], [-2.62, -1.22, 0.50], [-4.59, 3.79, 0.17], [-1.23, 0.03, 2.76], [4.85, -1.82, -7.75], [1.64, -2.78, -4.48], [0.78, -3.24, 2.49], [1.69, -2.59, 4.80], [-1.84, 2.09, 1.53], [3.57, -3.12, -9.59], [0.56, 5.05, 3.60], [4.32, -6.49, 4.65], [-0.55, 4.46, 1.71], [0.71, -4.09, -1.15], [-3.99, -1.36, -1.71], [-5.15, 8.95, 1.87], [0.80, 1.36, 0.94], [-1.43, 2.35, 4.15], [3.36, 3.23, 0.90], [2.95, -6.00, 2.83], [-2.86, -2.05, -1.67], [-4.39, 6.77, 2.34], [3.52, -5.69, 4.20], [-0.41, -3.39, -1.20], [0.31, 4.37, 2.62], [3.30, -2.23, -6.02], [-4.25, 5.41, 1.87], [-5.35, 5.96, -0.30], [-0.88, -2.66, -0.18], [3.82, -2.33, -7.36], [3.08, -4.49, 4.88], [-1.15, -3.49, -2.52], [1.35, 2.22, 0.18], [2.15, -2.84, -5.70], [-2.12, -1.94, -0.35], [1.32, 3.20, 2.33], [1.60, -4.03, 2.92], [-4.98, 7.67, 1.55], [1.88, 3.38, 0.91], [-5.50, 7.32, 0.17], [3.02, -3.11, -8.39], [2.05, -5.21, 2.23], [-4.77, 5.06, 0.49], [0.70, 1.75, 2.35], [2.17, -3.71, 4.28], [1.36, -3.64, -6.72], [-2.39, -2.79, -2.68], [1.87, -3.72, -8.07], [2.28, 1.49, 4.33], [-2.01, 3.05, 1.67], [4.40, -2.60, -9.52], [1.64, -5.42, 1.25], [1.05, -2.25, 4.15], [-5.73, 5.72, -1.29], [0.76, -0.10, 4.14], [-4.17, 3.37, 0.94], [-5.60, 9.36, 1.11], [3.79, 4.09, 1.22], [1.30, -4.28, -8.80], [1.43, 2.05, -0.89], [-4.09, -0.92, -0.85], [1.58, 4.34, 0.49], [0.81, -3.29, -4.39], [3.49, -4.27, 5.85], [3.87, -1.66, -5.30], [-2.07, -0.20, 2.31], [2.16, 3.31, 3.01], [-0.37, -2.57, 0.77], [3.71, 3.05, -0.03], [4.07, -7.47, 2.95], [0.40, 0.48, 0.64], [0.81, -4.52, -2.02], [-4.00, 7.01, 3.32], [-2.91, -2.87, -3.63], [-1.79, 1.73, 4.87]]}